DFT (wB97M-V/def2-TZVPD) results for a 13-piece molecular cluster, C43H115N6O20 overall.

Structure (XYZ):
```
184
Properties=species:S:1:pos:R:3:forces:R:3:mulliken_charge:R:1
C -14.59076 8.53700 13.70058 -0.21 -1.09 -1.61 -0.872
C -15.83820 8.97406 12.81484 0.36 -1.01 0.44 1.686
C -15.37980 10.26820 12.21099 -0.37 0.29 -1.54 -0.246
C -16.43798 10.78290 11.22795 0.78 0.24 0.96 0.705
C -16.77219 9.82100 10.13179 -1.16 -0.26 -0.51 -0.193
C -17.08113 8.39080 10.57521 -1.23 -0.10 2.55 2.420
N -16.19211 7.99647 11.68549 2.81 1.05 0.30 1.350
O -16.06614 6.63379 12.02145 -1.22 1.08 -0.08 -0.203
C -16.92233 7.38384 9.42471 -0.53 -0.06 0.70 -0.294
C -18.62500 8.41155 11.17478 0.61 -0.25 -0.94 -1.380
C -16.98901 9.19958 13.77449 -0.79 0.15 0.98 0.434
H -13.79306 8.20656 13.03531 0.04 -0.27 -0.31 0.623
H -14.78189 7.66977 14.33263 -0.33 0.60 0.04 -1.029
H -14.08302 9.33824 14.23753 -0.75 0.35 0.32 0.244
H -14.52559 10.00671 11.58644 0.50 0.12 0.07 -0.736
H -15.06677 10.96857 12.98533 -0.19 0.28 -0.01 0.563
H -16.16715 11.73061 10.76254 0.15 0.31 0.17 0.306
H -17.37184 10.92785 11.77106 -0.04 0.37 0.15 -1.144
H -16.14793 9.81512 9.23828 0.63 0.10 0.22 -0.492
H -17.71233 10.27648 9.82070 -0.32 -0.44 -0.81 -0.311
H -15.87947 7.28921 9.12210 0.04 0.11 0.23 0.263
H -17.51330 7.56842 8.52760 -0.24 0.55 0.06 0.410
H -17.27908 6.44006 9.83713 0.36 0.12 -0.39 -1.208
H -18.93076 7.56257 11.78621 0.62 -0.52 -0.18 -0.229
H -19.34046 8.46323 10.35408 -0.20 0.17 -0.20 0.619
H -18.80371 9.23714 11.86367 0.22 0.36 -0.42 -0.033
H -17.34585 8.24580 14.16319 -0.46 -0.28 -0.65 -0.816
H -17.76873 9.83239 13.35060 -0.32 -0.55 -0.14 -1.125
H -16.83194 9.72164 14.71835 1.07 0.38 0.11 0.524
C -18.24786 12.67575 8.52480 -0.63 -1.53 -0.23 -1.765
C -17.21351 12.75919 7.40377 -3.37 -0.91 0.29 2.424
C -17.80248 13.17801 6.08144 0.33 -0.31 0.26 -1.184
O -18.76522 12.18797 5.83645 -0.66 0.35 -1.64 -0.370
C -19.29542 12.18741 4.49253 0.15 -0.93 0.53 -0.795
N -16.37628 13.70010 7.89955 5.18 2.36 0.65 -0.689
H -18.79735 11.74706 8.37094 -1.32 0.60 0.18 0.366
H -18.69150 13.66566 8.63134 -1.07 -0.31 -0.46 0.441
H -17.81904 12.54784 9.51871 0.71 -0.26 -0.20 0.484
H -16.86012 11.75069 7.18894 1.01 0.07 0.45 -1.106
H -17.01960 13.20582 5.32353 0.25 -0.30 -0.22 0.424
H -18.17711 14.20138 6.10298 -0.66 0.16 0.18 0.452
H -18.77013 11.47115 3.86075 0.39 -0.17 0.10 0.216
H -19.23016 13.13271 3.95377 -0.30 0.31 0.49 0.363
H -20.30169 11.78012 4.59071 -0.15 0.48 -0.20 0.289
H -16.10997 13.38822 8.82254 0.51 0.35 0.08 0.282
H -16.76431 14.62488 8.01913 -0.32 -0.09 -0.25 0.313
C -12.95861 11.54386 7.63489 0.07 0.20 0.32 -0.959
C -11.85197 12.05718 8.59095 -0.59 -0.98 0.74 -0.020
C -12.57860 12.41960 9.95932 1.81 -0.10 -1.69 -0.037
O -11.62500 13.01151 10.82550 0.08 -0.36 -0.24 -0.446
C -11.93453 12.87394 12.19815 0.64 0.21 -0.34 -0.528
N -10.89189 10.95048 8.83542 -1.08 0.40 0.22 -0.448
H -13.67054 12.29316 7.28875 0.15 0.41 0.13 0.384
H -13.54597 10.83391 8.21721 -0.03 -0.29 -0.09 -0.215
H -12.60297 11.02914 6.74231 0.32 -0.02 0.14 0.505
H -11.30367 12.93140 8.23992 -0.34 0.34 -0.15 0.427
H -12.93351 11.49819 10.42099 -0.48 -0.04 -0.17 -0.268
H -13.34841 13.12731 9.65171 -0.47 0.00 0.48 0.484
H -12.66122 13.64726 12.44709 -0.18 -0.21 0.53 0.287
H -10.99183 13.01000 12.72817 -0.10 0.40 0.14 0.291
H -12.24510 11.86283 12.46140 -0.51 -0.04 -0.13 0.158
H -10.47329 11.09656 9.74291 0.46 0.01 -0.13 0.247
H -10.20253 10.84979 8.10415 0.10 0.17 0.14 0.180
C -14.12820 5.18816 7.51395 1.21 -1.44 -1.07 -1.261
C -14.38846 4.10792 8.60477 -0.21 1.31 -0.69 0.741
C -13.12170 3.27949 8.82179 0.59 -0.74 0.40 -0.988
O -13.09372 2.45184 9.98180 -1.62 1.39 0.50 -0.150
C -12.15532 1.44716 9.94232 0.81 0.94 0.32 -0.813
N -14.81723 4.89550 9.71875 -0.08 -0.64 1.31 0.015
H -13.64579 4.79205 6.62037 -0.31 -0.42 -0.70 0.524
H -13.30514 5.82358 7.84092 -0.43 0.43 0.56 0.134
H -15.01097 5.75154 7.21160 0.05 -0.04 0.32 0.229
H -15.11651 3.35925 8.29245 -0.57 0.33 0.02 0.537
H -12.24913 3.92997 8.76188 0.40 0.23 0.40 0.225
H -12.98356 2.53340 8.03924 -0.26 0.32 -0.98 0.386
H -11.16865 1.89756 10.05055 0.63 0.03 -0.47 0.312
H -12.22904 0.94324 8.97861 0.18 -0.82 0.13 0.323
H -12.22000 0.87075 10.86517 -0.59 -0.54 -0.41 0.212
H -14.24155 5.71490 9.85023 0.58 -0.37 0.36 0.091
H -15.71110 5.36208 9.66030 -0.34 -0.98 -0.14 -0.161
C -20.07451 4.76861 10.65892 -1.13 -1.30 1.42 -1.780
C -19.00618 4.05676 11.58135 -1.17 0.27 -2.98 1.522
C -19.16842 2.54061 11.60992 0.23 0.04 0.39 -1.196
O -18.12866 1.92841 12.31797 -0.32 -1.73 1.35 -0.152
C -18.45116 0.54247 12.62508 1.26 0.88 0.19 -0.903
N -17.81424 4.42872 10.90993 2.24 -0.19 0.75 -0.284
H -20.34122 4.26260 9.73107 0.72 -0.47 -0.22 0.405
H -19.65614 5.73821 10.38881 -0.67 0.14 0.40 0.319
H -21.02848 4.72315 11.18425 -0.44 1.03 0.11 0.432
H -19.01430 4.51687 12.56945 0.01 -0.31 0.04 -0.027
H -19.06502 2.06283 10.63567 -0.86 0.55 -0.77 0.180
H -20.08015 2.23720 12.12451 -0.66 0.24 -0.38 0.439
H -19.45408 0.14440 12.47080 -0.38 0.70 -0.62 0.381
H -18.30139 0.39448 13.69454 0.42 -0.01 0.09 0.242
H -17.74908 -0.06709 12.05620 -0.01 -0.26 0.11 0.275
H -17.80357 4.31382 9.90654 -0.42 -0.31 -0.04 0.313
H -17.67186 5.40711 11.11631 1.04 0.05 0.41 -0.624
C -16.24755 12.70140 17.82522 -0.18 1.16 -0.33 -1.485
C -17.34103 13.21729 16.83130 0.18 -0.09 1.99 0.433
C -17.19457 14.67330 16.44958 0.29 2.08 -0.95 -1.045
O -18.18915 14.99749 15.51140 -2.39 -0.10 -2.26 -0.140
C -18.42112 16.33072 14.94453 1.06 -1.11 2.20 -0.836
N -17.30530 12.34792 15.70872 -0.05 -0.18 -1.34 -0.001
H -16.38812 13.13360 18.81595 0.04 -0.04 0.11 0.451
H -15.27291 13.02739 17.46202 0.19 0.01 -0.01 0.412
H -16.20241 11.61433 17.89117 -0.43 0.09 -0.11 0.172
H -18.29789 13.19095 17.35268 -0.28 -0.49 -0.12 0.292
H -16.26626 14.88404 15.91861 0.82 -0.27 0.35 0.328
H -17.32414 15.43778 17.21567 0.45 -0.37 0.93 0.503
H -19.36832 16.37722 14.40717 0.21 -0.56 -0.05 0.173
H -17.58305 16.68119 14.34212 0.03 -0.16 -0.22 0.337
H -18.51027 16.98485 15.81185 -0.04 0.50 -0.04 0.352
H -16.63792 12.78031 15.08603 0.72 -0.41 -0.35 0.210
H -18.13754 12.41528 15.14043 -0.52 -0.11 0.32 -0.042
C -21.51100 7.62134 14.73637 0.13 1.46 0.92 0.510
C -22.62764 8.66412 14.50865 -0.16 -1.46 -1.19 -0.552
O -23.27752 8.45849 13.17112 0.75 0.74 2.16 -0.532
O -21.85013 6.32093 14.45967 -0.60 -1.66 -0.72 -0.478
H -21.29476 7.67648 15.80328 0.26 0.38 0.15 -0.073
H -20.57340 7.82490 14.21910 -0.06 0.28 -0.22 -0.121
H -22.28606 9.68373 14.68705 0.16 0.05 -0.41 0.070
H -23.36238 8.46877 15.28975 -0.50 -0.04 -0.37 0.466
H -22.58202 8.70286 12.55617 0.06 -0.08 -0.34 0.328
H -22.80119 6.19034 14.45279 -0.09 0.16 -0.09 0.320
C -17.99044 8.13017 17.57542 0.51 0.65 -2.02 0.408
C -18.83111 9.43476 17.40311 2.18 0.41 1.30 0.479
O -19.76846 9.42224 16.38988 -1.45 -0.86 -0.28 -0.347
O -18.66697 7.06624 18.17527 -0.50 -0.19 0.90 -0.622
H -17.02880 8.27768 18.06693 -0.35 0.41 0.78 0.371
H -17.61054 7.77167 16.61873 -0.30 0.25 -0.63 -0.547
H -18.26071 10.35205 17.25712 1.06 -0.37 -0.17 -0.537
H -19.16136 9.61503 18.42611 -1.33 -0.14 0.12 0.293
H -19.71007 10.19861 15.82825 0.44 0.07 0.04 0.144
H -19.34353 6.74589 17.57424 -0.02 0.01 -0.14 0.370
C -12.57943 7.90830 9.92970 0.18 -0.64 -0.65 0.611
C -11.22966 7.96417 10.53174 0.47 1.26 -0.22 -0.490
O -10.42869 6.87249 10.18917 0.63 -0.85 0.38 -0.582
O -13.38489 7.04140 10.64748 -0.27 0.55 0.42 -0.634
H -12.48951 7.43424 8.95230 0.10 0.42 -0.58 0.374
H -12.96090 8.92237 9.81040 -0.38 0.10 -0.01 -0.697
H -11.36631 8.02694 11.61131 0.36 -0.23 0.11 0.221
H -10.77230 8.88207 10.16245 0.29 0.20 0.21 0.201
H -10.50911 6.72414 9.24411 -0.07 0.00 -0.05 0.324
H -13.88715 7.61524 11.23060 -1.22 -0.54 0.48 -0.245
C -17.36698 5.00389 14.98599 -0.83 0.74 -0.67 0.158
C -16.03240 5.33731 15.62575 0.87 -1.49 -1.80 -0.082
O -14.98445 5.30780 14.63023 -0.24 -0.47 0.53 -0.586
O -17.48006 3.65892 14.44231 0.76 1.19 0.61 -0.434
H -17.55600 5.72570 14.19140 0.23 -0.18 -0.58 -0.379
H -18.13106 5.26016 15.71988 -0.31 -0.54 0.41 0.437
H -15.89164 4.41547 16.19010 0.54 0.39 1.11 0.346
H -15.99810 6.29445 16.14614 -0.36 -0.27 0.38 -0.061
H -14.43504 6.09502 14.63491 -0.35 -0.09 0.06 0.418
H -18.18121 3.13506 14.83672 -0.05 0.40 0.23 0.251
C -19.91667 12.60437 13.15839 0.49 0.19 -3.15 0.112
C -21.29455 13.21795 12.89262 0.44 -0.15 -0.84 -0.779
O -22.31559 12.27221 13.23899 0.50 0.19 0.41 -0.576
O -19.93489 11.90617 14.32429 -0.20 -0.23 1.92 -0.429
H -19.12767 13.34204 13.01203 -0.05 0.71 1.11 0.416
H -19.55695 11.92865 12.38243 -0.76 -0.51 -0.65 -0.252
H -21.43272 13.42244 11.83094 0.41 0.40 -0.05 0.447
H -21.31849 14.13872 13.47548 -0.58 0.07 0.16 0.318
H -23.14827 12.56370 12.86048 -0.01 -0.06 0.10 0.314
H -20.88180 11.75837 14.38006 -0.37 -0.76 0.94 0.265
C -16.30213 9.27144 5.63999 0.57 -0.30 -0.94 0.531
C -15.86206 9.88043 4.28758 -0.24 0.43 -1.61 -0.619
O -14.51073 9.62808 3.89065 0.83 -0.38 1.40 -0.565
O -17.71628 9.19540 5.80488 0.78 0.10 -0.38 -0.634
H -15.82467 9.86036 6.42312 0.00 -0.11 0.27 -0.292
H -15.91315 8.25361 5.66831 -0.06 -0.01 0.22 0.431
H -16.02368 10.95835 4.27880 -0.13 0.34 0.36 0.155
H -16.38209 9.52034 3.39988 -1.20 -0.38 0.56 0.356
H -14.32202 10.02062 3.03514 -0.32 0.08 0.09 0.308
H -18.02990 10.08636 5.97639 -0.27 0.33 0.09 0.336
C -12.83776 8.67268 16.97722 -0.64 1.22 0.55 -0.378
C -12.32316 9.36130 18.20818 0.18 -0.28 0.97 -0.710
O -12.58420 10.76823 18.18373 0.13 -0.20 -0.05 -0.516
O -14.28402 8.60855 16.90309 1.46 -0.67 0.23 -0.156
H -12.26957 7.74586 16.89815 -0.99 -0.50 -0.27 0.397
H -12.44500 9.35921 16.22721 -0.11 -0.22 -0.72 0.294
H -11.27002 9.08098 18.22862 0.55 0.79 -0.10 0.339
H -12.65632 9.03949 19.19487 -0.53 -0.77 -0.23 0.336
H -13.10012 10.91176 18.98049 0.00 0.44 -0.16 0.327
H -14.56518 9.52545 16.86014 -0.15 0.16 -0.15 0.087
```
Positions in Å, forces in eV/Å.

- LUMO energy: 0.059 hartree
- Orbital gap: 0.12478 hartree
- Charge: -1